Below is C33H16F3N8Pd as an isolated structure in a non-equilibrium geometry, with properties calculated with wB97M-V/def2-TZVPD.

XYZ file:
```
61
Properties=species:S:1:pos:R:3:mulliken_spin:R:1
Pd 0.23351 0.00595 0.04943 0.244
F -2.75408 0.35500 0.59382 0.034
F -2.50961 -1.44049 -0.65985 0.040
F -2.44890 0.54638 -1.58073 0.034
N 0.48834 -1.93843 0.47552 -0.007
N 0.67328 -0.24019 -1.87797 0.042
N -0.02663 -1.92064 2.85005 0.008
N 0.30328 1.92077 -2.82425 -0.030
N -0.12706 0.43002 2.01166 0.049
N 1.16598 -2.59898 -1.75023 0.068
N -0.08455 2.77696 1.93697 0.110
N 0.27505 1.89638 -0.37568 -0.081
C -0.81536 6.19492 -1.89181 0.000
C 1.93308 -6.31458 0.76929 0.012
C 1.71176 -5.29934 -0.12067 -0.003
C 0.21349 2.53586 -1.52247 0.283
C 1.17047 -4.05132 0.22720 0.021
C 1.03099 -2.32249 -4.83951 -0.015
C -0.25010 3.89235 -1.46562 0.012
C 0.40854 0.62618 -2.92674 0.043
C -0.41084 4.98849 -2.43859 0.033
C 0.99854 -4.77559 2.51930 -0.002
C 0.29706 -2.49028 1.68112 0.114
C 0.79584 -3.82347 1.52504 0.016
C -0.29003 1.51820 3.97433 -0.004
C -1.00588 -0.34885 5.44573 -0.003
C 0.53110 -0.66806 -6.57219 -0.013
C 0.90444 -1.40181 -3.82238 -0.003
C -0.70842 2.43105 4.87430 0.006
C 0.90373 -1.51290 -2.39589 -0.041
C 0.01339 2.90705 0.62501 0.170
C -0.62442 0.01656 4.19075 0.008
C 0.57084 -0.12171 -4.19737 -0.008
C -0.35762 4.17428 -0.14090 0.126
C 0.40537 0.25848 -5.55122 0.018
C 0.93119 -2.80739 -0.50417 0.069
C 0.95284 -1.93882 -6.22795 0.013
C -1.29743 0.59181 6.35403 0.001
C -1.19358 1.88469 6.13655 -0.005
C 1.59979 -6.02991 2.15959 0.012
C -2.11240 -0.18907 -0.47485 0.588
C -0.12376 1.58431 2.46398 0.003
C -0.87345 5.36946 0.37312 -0.020
C -0.31230 -0.69095 3.00895 -0.008
C -1.06311 6.33736 -0.53967 0.046
H 1.19275 -3.36961 -4.57197 -0.001
H -0.94655 5.37267 1.47543 0.001
H 1.71688 -6.88763 2.80725 0.001
H -0.56271 3.52764 4.72003 0.001
H 1.98778 -5.65234 -1.10885 0.003
H -0.01699 1.22001 -5.85437 0.000
H -1.05080 -1.38536 5.65386 0.000
H -1.33156 7.26714 -0.03824 0.007
H -1.55011 2.60356 6.80832 -0.001
H -1.02869 6.94277 -2.65054 0.002
H 1.12065 -2.73516 -6.99428 0.001
H 0.31038 -0.35911 -7.58739 -0.001
H -0.45894 4.83393 -3.55933 0.004
H 2.32121 -7.33075 0.37985 0.000
H 0.87054 -4.65534 3.58463 0.002
H -1.69623 0.29032 7.39056 0.000
```

Summary:
Multiplicity = 3
Kohn-Sham gap (alpha / beta) = 4.553 / 4.928 eV
LUMO level (alpha / beta) = 0.060 / 0.052 Eh
E_HOMO (alpha / beta) = -2.922 / -3.517 eV
Net charge = -1
Calculated total energy = -2132.70239 a.u.

=====

Below is a 2-piece molecular cluster, C5H14N2O2 overall in a non-equilibrium geometry, with properties calculated with wB97M-V/def2-TZVPD.

XYZ file:
```
23
Properties=species:S:1:pos:R:3:mulliken_charge:R:1
O -1.95441 -0.51068 1.74511 -0.609
O 0.39163 0.29147 1.15118 -0.759
N -2.11714 1.50311 0.73921 -0.265
N 1.52952 1.76834 -0.99981 -0.630
C -2.57485 0.27432 1.02091 0.036
C -0.49708 -0.70147 -1.06739 -1.648
C 1.30745 -1.80079 0.44874 -1.694
C 0.81188 -0.41659 0.05259 1.428
C 1.89025 0.39851 -0.68736 -1.030
H 2.77659 0.43329 -0.04516 0.396
H 2.16448 -0.11636 -1.60999 0.394
H 0.73351 1.78098 -1.62862 0.286
H -0.47724 -0.20386 1.57010 0.475
H 2.16859 -1.70774 1.10633 0.395
H 1.59025 -2.37441 -0.42874 0.365
H -1.10524 1.61881 0.81749 0.296
H 0.03191 -1.19323 -1.87986 0.531
H -0.93300 0.18874 -1.51859 0.379
H -3.64199 0.11728 0.79736 0.385
H 0.52037 -2.32672 0.99026 0.412
H -2.67681 2.16987 0.24210 0.214
H 1.25635 2.24222 -0.14532 0.285
H -1.19500 -1.43510 -0.67052 0.357
```

Summary:
Kohn-Sham gap = 9.732 eV
LUMO level = 0.026 Eh
Energy relative to the best compared isomer or geometry (same formula, charge and spin) = 125.9 kJ/mol
E_HOMO = -9.038 eV
Calculated total energy = -458.88965 a.u.

=====

Below is a 2-piece molecular cluster, C6H17O4P overall in a non-equilibrium geometry, with properties calculated with wB97M-V/def2-TZVPD.

XYZ file:
```
28
Properties=species:S:1:pos:R:3:mulliken_charge:R:1
P 0.43838 1.99675 -1.31693 0.435
O -1.04487 3.96757 0.79639 -0.468
O 0.95994 5.06030 0.75150 -0.548
O 2.31818 -3.53347 1.35272 -0.631
O 0.66437 0.28703 -1.36736 -0.402
C -0.44920 -0.43125 -0.86768 -0.789
C -0.97385 -3.08919 1.64546 -1.006
C 0.12464 4.37507 0.16882 0.358
C 0.19807 3.93302 -1.24152 -0.588
C -1.24566 -2.49027 0.25848 -0.479
C -0.03934 -1.80597 -0.39866 -0.264
H 0.64665 1.92883 0.07605 -0.012
H 1.56946 2.13755 -2.12552 0.015
H -1.66681 -3.22014 -0.41767 0.407
H -2.01213 -1.73533 0.38761 0.339
H 0.05771 -3.38230 1.75039 0.205
H 0.99364 4.45163 -1.75152 0.381
H -0.86346 0.10372 -0.00570 0.404
H 3.11035 -4.06425 1.22652 0.288
H -1.61696 -3.93608 1.83037 0.315
H -0.82243 1.85512 -1.92645 0.014
H -1.20522 -2.34402 2.39427 0.295
H -0.88808 3.17210 1.30633 0.328
H -1.22149 -0.51104 -1.62501 0.297
H -0.75494 4.13401 -1.70541 0.394
H 2.63118 -2.75461 1.82314 0.307
H 0.27900 -2.35230 -1.27589 0.245
H 0.81288 -1.75249 0.25726 0.163
```

Summary:
Kohn-Sham gap = 10.350 eV
LUMO level = 0.019 Eh
E_HOMO = -9.835 eV
Calculated total energy = -881.05425 a.u.

=====

> Which of these has the highest calculated total energy?

C5H14N2O2

=====

> The lowest calculated total energy belongs to which entry?

C33H16F3N8Pd